Version P
The following is a quantum chemistry calculation of a cluster of 2 separate species, C8H14N2 in total, from the Open Molecules 2025 dataset.

Its net charge is 0. The frontier orbital gap comes out at 11.81 eV.

Structure (XYZ):
```
24
C8H14N2 (wB97M-V/def2-TZVPD)
C 0.624 1.904 -2.443
C -0.342 0.682 -2.072
C -1.031 0.712 -0.644
C -0.089 1.307 0.455
N 0.590 1.774 1.237
H 1.397 1.833 -1.678
H -0.016 2.781 -2.343
H 1.129 1.871 -3.409
H 0.252 -0.231 -2.101
H -1.078 0.599 -2.872
H -1.510 -0.228 -0.371
H -1.795 1.458 -0.859
C 0.685 -0.404 2.689
C 0.775 -1.331 1.484
C -0.720 -1.592 0.896
C -0.618 -2.014 -0.522
N -0.562 -2.352 -1.562
H 0.143 -0.849 3.524
H 0.220 0.574 2.568
H 1.733 -0.282 2.961
H 1.208 -2.313 1.677
H 1.522 -0.883 0.829
H -1.274 -0.670 1.071
H -1.243 -2.345 1.486
```

For each atom in turn, the Löwdin charge in e is:
1 C -0.083
2 C -0.230
3 C -0.145
4 C -0.185
5 N 0.160
6 H 0.056
7 H 0.067
8 H 0.067
9 H 0.062
10 H 0.102
11 H 0.045
12 H 0.112
13 C -0.152
14 C -0.213
15 C -0.152
16 C -0.273
17 N 0.186
18 H 0.073
19 H 0.019
20 H 0.080
21 H 0.104
22 H 0.102
23 H 0.077
24 H 0.121

---

Version Q
The following is a quantum chemistry calculation of a cluster of 2 separate species, C8H14N2 in total, from the Open Molecules 2025 dataset.

Its net charge is 0. The frontier orbital gap comes out at 11.89 eV.

Structure (XYZ):
```
24
C8H14N2 (wB97M-V/def2-TZVPD)
C -0.268 0.910 -3.116
C -1.016 0.454 -4.346
C -1.667 -0.844 -4.465
C -0.992 -1.928 -3.789
N -0.446 -2.802 -3.333
H 0.809 0.864 -2.960
H -0.761 0.497 -2.235
H -0.393 1.993 -3.121
H -0.214 0.488 -5.083
H -1.617 1.268 -4.751
H -1.677 -1.180 -5.501
H -2.683 -1.052 -4.128
C 0.398 0.255 2.588
C 0.769 0.912 3.997
C 0.929 -0.137 5.137
C 2.042 -0.993 4.648
N 2.904 -1.723 4.250
H -0.102 1.016 1.989
H -0.280 -0.591 2.705
H 1.378 0.032 2.167
H 0.087 1.692 4.336
H 1.707 1.442 3.833
H 0.011 -0.707 4.999
H 1.082 0.135 6.181
```

For each atom in turn, the Löwdin charge in e is:
1 C -0.107
2 C -0.283
3 C -0.210
4 C -0.261
5 N 0.155
6 H 0.079
7 H 0.075
8 H 0.069
9 H 0.115
10 H 0.114
11 H 0.127
12 H 0.127
13 C -0.083
14 C -0.252
15 C -0.177
16 C -0.231
17 N 0.130
18 H 0.063
19 H 0.071
20 H 0.067
21 H 0.095
22 H 0.097
23 H 0.107
24 H 0.114

---

Which is most stable? The ranking, best first, is version Q, version P.

---

Version P
The following is a quantum chemistry calculation of a cluster of 2 separate species, C4H12N2 in total, from the Open Molecules 2025 dataset.

Its net charge is 0. The frontier orbital gap comes out at 4.34 eV.

Structure (XYZ):
```
18
C4H12N2 (wB97M-V/def2-TZVPD)
C -0.960 1.782 0.452
C 1.189 -0.527 1.187
C 1.689 -1.104 -0.030
C -0.531 -0.675 -1.059
N 0.351 -1.821 -0.703
N -1.617 1.907 -0.804
H -1.015 2.740 0.999
H 0.113 1.539 0.353
H 1.039 -1.236 1.995
H 1.521 0.467 1.456
H 1.972 -0.411 -0.821
H 2.347 -1.968 -0.096
H -1.155 -0.330 -0.254
H -1.135 -0.891 -1.942
H 0.172 0.101 -1.339
H -0.037 -2.039 0.214
H -2.503 1.400 -0.728
H -1.441 1.065 1.120
```

For each atom in turn, the Löwdin charge in e is:
1 C -0.312
2 C 0.050
3 C -0.237
4 C -0.193
5 N -0.074
6 N 0.002
7 H 0.100
8 H 0.056
9 H 0.067
10 H 0.047
11 H 0.096
12 H 0.105
13 H 0.023
14 H 0.078
15 H 0.053
16 H 0.050
17 H 0.020
18 H 0.069

---

Version Q
The following is a quantum chemistry calculation of a cluster of 2 separate species, C4H12N2 in total, from the Open Molecules 2025 dataset.

Its net charge is 0. The frontier orbital gap comes out at 10.57 eV.

Structure (XYZ):
```
18
C4H12N2 (wB97M-V/def2-TZVPD)
C 3.833 2.900 -0.290
N 3.376 3.962 0.803
C 2.124 4.712 0.453
H 3.976 3.550 -1.174
H 3.190 2.150 -0.732
H 4.816 2.348 -0.120
H 3.042 3.335 1.545
H 2.089 5.616 1.140
H 2.179 5.027 -0.562
H 0.959 4.366 0.590
C -2.719 -5.118 -0.205
C -3.661 -3.161 -0.707
N -3.830 -4.095 0.154
H -2.938 -6.060 0.410
H -2.788 -5.294 -1.266
H -1.822 -4.703 0.107
H -4.197 -2.222 -0.818
H -2.795 -3.186 -1.321
```

For each atom in turn, the Löwdin charge in e is:
1 C -0.125
2 N -0.152
3 C -0.191
4 H 0.055
5 H 0.044
6 H 0.080
7 H 0.071
8 H 0.073
9 H 0.034
10 H 0.110
11 C -0.128
12 C -0.117
13 N -0.049
14 H 0.090
15 H 0.057
16 H 0.037
17 H 0.063
18 H 0.047

---

Which is most stable? The ranking, best first, is version Q, version P.

---

Version P
The following is a quantum chemistry calculation of a cluster of 2 separate species, C4H12N2 in total, from the Open Molecules 2025 dataset.

Its net charge is 0. The frontier orbital gap comes out at 8.72 eV.

Structure (XYZ):
```
18
C4H12N2 (wB97M-V/def2-TZVPD)
C 1.493 0.581 0.199
C 2.849 0.001 0.612
C -0.162 -1.098 -0.047
N 0.744 -0.330 -0.622
H 1.662 1.487 -0.390
H 0.940 0.877 1.113
H -0.474 -0.942 0.996
H -0.269 -2.127 -0.396
H 3.429 0.737 1.171
H 2.714 -0.878 1.244
H 3.414 -0.292 -0.272
C -2.627 0.590 -0.107
N -1.813 -0.317 -0.914
H -2.389 -0.956 -1.457
H -1.044 0.192 -1.464
H -3.196 0.020 0.627
H -1.954 1.267 0.419
H -3.318 1.189 -0.711
```

For each atom in turn, the Löwdin charge in e is:
1 C -0.366
2 C -0.113
3 C -0.164
4 N -0.118
5 H 0.092
6 H 0.096
7 H 0.089
8 H 0.079
9 H 0.061
10 H 0.063
11 H 0.065
12 C -0.143
13 N -0.082
14 H 0.099
15 H 0.119
16 H 0.076
17 H 0.076
18 H 0.071

---

Version Q
The following is a quantum chemistry calculation of a cluster of 2 separate species, C4H12N2 in total, from the Open Molecules 2025 dataset.

Its net charge is 0. The frontier orbital gap comes out at 10.02 eV.

Structure (XYZ):
```
18
C4H12N2 (wB97M-V/def2-TZVPD)
C 0.093 -0.537 -0.507
C 0.045 0.068 -1.886
C -1.036 -1.482 -0.190
C 1.255 -0.577 0.200
H -1.321 1.054 1.921
H 1.383 -1.294 0.999
H 2.162 -0.168 -0.223
H 0.874 0.754 -2.050
H 0.108 -0.715 -2.646
H -0.895 0.598 -2.043
H -1.999 -0.991 -0.335
H -0.974 -1.841 0.836
H -1.008 -2.347 -0.855
H 1.099 0.737 1.473
N -0.715 1.636 1.343
N 0.549 1.605 1.942
H 1.047 2.428 1.602
H -0.668 1.072 0.419
```

For each atom in turn, the Löwdin charge in e is:
1 C -0.454
2 C -0.072
3 C -0.075
4 C -0.027
5 H 0.060
6 H 0.078
7 H 0.076
8 H 0.079
9 H 0.087
10 H 0.079
11 H 0.078
12 H 0.080
13 H 0.086
14 H 0.052
15 N -0.111
16 N -0.121
17 H 0.055
18 H 0.051

---

Version R
The following is a quantum chemistry calculation of the molecule C4H12N2, from the Open Molecules 2025 dataset.

Its net charge is 0. The frontier orbital gap comes out at 10.12 eV.

Structure (XYZ):
```
18
C4H12N2 (wB97M-V/def2-TZVPD)
C 1.323 -0.129 1.392
C 0.986 0.537 0.083
C 0.259 -0.350 -0.969
C -1.008 0.206 -1.596
N -2.269 -0.480 -1.313
N 0.444 0.107 2.529
H 1.275 -1.207 1.213
H 2.324 0.195 1.669
H 0.410 1.474 0.141
H 1.892 0.953 -0.370
H 0.179 -1.319 -0.489
H 0.956 -0.601 -1.752
H -1.195 1.222 -1.215
H -0.927 0.423 -2.663
H -2.419 -0.561 -0.317
H -2.357 -1.398 -1.727
H 0.667 0.957 3.019
H -0.538 -0.029 2.363
```

For each atom in turn, the Löwdin charge in e is:
1 C -0.298
2 C -0.214
3 C -0.200
4 C -0.292
5 N -0.019
6 N -0.009
7 H 0.100
8 H 0.108
9 H 0.102
10 H 0.099
11 H 0.092
12 H 0.093
13 H 0.100
14 H 0.106
15 H 0.057
16 H 0.058
17 H 0.058
18 H 0.057

---

Which is most stable? The ranking, best first, is version R, version Q, version P.

---

Version P
The following is a quantum chemistry calculation of the molecule C4H12N2, from the Open Molecules 2025 dataset.

Its net charge is 0. The frontier orbital gap comes out at 9.37 eV.

Structure (XYZ):
```
18
C4H12N2 (wB97M-V/def2-TZVPD)
C -1.216 2.144 -1.268
N 0.071 1.409 -1.108
C -0.154 -0.053 -1.188
C 0.606 -0.923 -0.230
N 0.003 -0.966 1.068
C 0.879 -1.688 2.202
H -1.053 2.943 -1.931
H -1.563 2.557 -0.341
H -2.047 1.604 -1.649
H 0.537 1.759 -0.272
H -1.242 -0.277 -1.099
H 0.131 -0.321 -2.222
H 0.723 -2.049 -0.439
H 1.645 -0.589 -0.263
H -0.535 -0.143 1.327
H 0.193 -2.246 2.806
H 1.686 -2.286 1.749
H 1.338 -0.874 2.859
```

For each atom in turn, the Löwdin charge in e is:
1 C -0.126
2 N -0.109
3 C -0.257
4 C -0.319
5 N -0.134
6 C -0.058
7 H 0.049
8 H 0.065
9 H 0.060
10 H 0.097
11 H 0.111
12 H 0.113
13 H 0.134
14 H 0.101
15 H 0.090
16 H 0.041
17 H 0.066
18 H 0.078

---

Version Q
The following is a quantum chemistry calculation of the molecule C4H12N2, from the Open Molecules 2025 dataset.

Its net charge is 0. The frontier orbital gap comes out at 10.73 eV.

Structure (XYZ):
```
18
C4H12N2 (wB97M-V/def2-TZVPD)
C -0.585 0.272 0.850
C 0.793 -0.215 0.509
C 0.976 -1.500 -0.324
N 2.451 -1.683 -0.570
C -1.285 1.076 -0.319
N -2.345 2.187 -0.033
H -1.288 -0.501 1.035
H -0.621 0.904 1.888
H 1.646 0.449 0.186
H 1.344 -0.297 1.462
H 0.591 -2.224 0.399
H 0.251 -1.620 -1.168
H 2.499 -2.516 -1.199
H 2.704 -2.038 0.348
H -1.776 0.301 -0.946
H -0.510 1.272 -0.987
H -3.011 1.933 -0.804
H -1.968 3.012 -0.292
```

For each atom in turn, the Löwdin charge in e is:
1 C -0.214
2 C -0.278
3 C -0.294
4 N -0.017
5 C -0.239
6 N 0.015
7 H 0.077
8 H 0.155
9 H 0.120
10 H 0.101
11 H 0.094
12 H 0.119
13 H 0.075
14 H 0.058
15 H 0.100
16 H 0.068
17 H 0.072
18 H -0.012

---

Which is most stable? The ranking, best first, is version P, version Q.

---

Version P
The following is a quantum chemistry calculation of the molecule C8H9NO2S, from the Open Molecules 2025 dataset.

Its net charge is 0. The frontier orbital gap comes out at 8.68 eV.

Structure (XYZ):
```
21
C8H9NO2S (wB97M-V/def2-TZVPD)
C 1.864 -1.002 -0.923
C 0.157 -2.054 0.809
C -0.275 -0.868 1.295
C -0.662 0.336 0.561
C -0.881 0.431 -0.836
C -1.072 1.683 -1.364
C -1.138 2.776 -0.563
C -0.537 1.522 1.226
H 1.396 -0.036 -0.662
H 2.388 -1.008 -1.898
H 2.618 -1.248 -0.224
H 0.312 -2.928 1.501
H 0.081 -1.486 3.124
H -0.690 -0.447 -1.445
H -1.159 1.735 -2.450
H -1.336 3.701 -1.107
H -0.305 1.473 2.324
N -0.738 2.709 0.728
O -0.415 -2.239 -1.901
O -0.367 -0.720 2.634
S 0.758 -2.329 -0.827
```

For each atom in turn, the Löwdin charge in e is:
1 C -0.287
2 C -0.234
3 C -0.343
4 C -0.154
5 C -0.010
6 C -0.070
7 C -0.120
8 C -0.122
9 H 0.058
10 H 0.079
11 H 0.043
12 H 0.100
13 H 0.162
14 H 0.062
15 H 0.118
16 H 0.112
17 H 0.140
18 N 0.083
19 O -0.569
20 O 0.037
21 S 0.916

---

Version Q
The following is a quantum chemistry calculation of the molecule C8H9NO2S, from the Open Molecules 2025 dataset.

Its net charge is 0. The frontier orbital gap comes out at 9.10 eV.

Structure (XYZ):
```
21
C8H9NO2S (wB97M-V/def2-TZVPD)
C 0.162 -0.931 2.413
C 2.061 0.049 0.710
C 1.494 -0.080 -0.509
C 0.070 0.079 -0.901
C -0.781 1.000 -0.292
C -2.087 1.099 -0.758
C -2.492 0.278 -1.805
C -0.444 -0.697 -1.945
H -0.579 -0.879 1.616
H -0.345 -0.824 3.382
H 0.712 -1.877 2.384
H 3.142 -0.039 0.788
H 3.150 -0.590 -1.305
H -0.441 1.615 0.537
H -2.781 1.805 -0.321
H -3.509 0.333 -2.188
H 0.188 -1.436 -2.432
N -1.696 -0.619 -2.393
O 0.578 1.716 2.303
O 2.243 -0.426 -1.590
S 1.356 0.424 2.304
```

For each atom in turn, the Löwdin charge in e is:
1 C -0.248
2 C -0.232
3 C -0.313
4 C -0.147
5 C -0.013
6 C -0.044
7 C -0.140
8 C -0.082
9 H 0.043
10 H 0.056
11 H 0.058
12 H 0.073
13 H 0.117
14 H 0.090
15 H 0.106
16 H 0.106
17 H 0.120
18 N 0.068
19 O -0.558
20 O 0.064
21 S 0.878

---

Which is most stable? The ranking, best first, is version Q, version P.

---

Version P
The following is a quantum chemistry calculation of a cluster of 3 separate species, C3H11O3 in total, from the Open Molecules 2025 dataset.

Its spin multiplicity is 2. Its net charge is 0. The frontier orbital gap (spin up / spin down) comes out at 10.96 / 7.12 eV.

Structure (XYZ):
```
17
C3H11O3 (wB97M-V/def2-TZVPD)
C 0.358 1.040 -0.177
O -0.611 0.246 0.221
C 1.636 0.212 -0.674
C 2.089 0.749 -1.972
H -0.037 1.725 -0.951
H 0.849 1.771 0.581
H 2.420 0.562 0.084
H 1.540 -0.816 -0.560
H 3.072 0.369 -2.189
H 1.379 0.484 -2.757
H 2.221 1.801 -1.763
H -1.316 -1.220 0.072
H -1.442 -2.829 0.273
O -1.770 -2.126 -0.350
H -1.110 0.402 1.623
H -0.971 0.476 3.190
O -1.507 0.040 2.545
```

For each atom in turn, the Löwdin charge in e is:
1 C -0.274
2 O 0.002
3 C -0.207
4 C -0.122
5 H 0.161
6 H 0.147
7 H 0.132
8 H 0.089
9 H 0.075
10 H 0.093
11 H 0.079
12 H 0.061
13 H 0.037
14 O -0.168
15 H 0.016
16 H -0.004
17 O -0.115

---

Version Q
The following is a quantum chemistry calculation of a cluster of 3 separate species, C3H11O3 in total, from the Open Molecules 2025 dataset.

Its spin multiplicity is 2. Its net charge is 0. The frontier orbital gap (spin up / spin down) comes out at 12.17 / 7.95 eV.

Structure (XYZ):
```
17
C3H11O3 (wB97M-V/def2-TZVPD)
C 0.143 0.399 0.178
O 1.267 -0.217 0.682
C -0.981 -0.523 -0.276
C -2.199 0.317 -0.633
H 0.356 1.056 -0.661
H -0.351 1.064 0.901
H -1.287 -1.289 0.437
H -0.740 -1.086 -1.185
H -2.996 -0.214 -1.127
H -1.897 1.192 -1.202
H -2.719 0.648 0.225
H 1.529 -1.694 -1.973
H 1.965 -0.770 -0.879
O 2.206 -1.035 -1.772
H 1.742 0.687 1.570
H 2.089 0.418 3.202
O 1.874 1.048 2.513
```

For each atom in turn, the Löwdin charge in e is:
1 C -0.287
2 O -0.022
3 C -0.231
4 C -0.110
5 H 0.138
6 H 0.155
7 H 0.116
8 H 0.102
9 H 0.072
10 H 0.080
11 H 0.059
12 H 0.037
13 H -0.018
14 O -0.041
15 H -0.042
16 H 0.039
17 O -0.048

---

Which is most stable? The ranking, best first, is version Q, version P.